No. 1
Here is a 2-piece molecular cluster, C4H9NOS overall in a non-equilibrium geometry from OMol25. Energies are from the ωB97M-V functional and the def2-TZVPD basis.

M	119.19	g/mol
HOMO	-8.829	eV
F_max	0.1036	Eh/bohr
HOMO-LUMO gap	9.07	eV

Last column: Löwdin charge in e.
Element x y z (Å)
1 C -0.0309 -0.3453 -1.0921  -0.4823
2 C 0.7507 -1.3848 -0.3670  -0.0798
3 C -0.5806 -0.5674 -2.4914  -0.0439
4 C 0.1829 1.9618 2.7660  -0.3008
5 N -0.3007 0.6318 -0.3355  0.0727
6 O 0.2073 -0.4422 3.4027  -0.5540
7 S 0.7921 0.4393 2.4584  0.8418
8 H 0.3090 -1.3329 0.6848  0.0555
9 H 0.7835 -2.4641 -0.5883  0.0863
10 H 1.7523 -1.0449 -0.4338  0.0662
11 H -0.9032 0.4592 -2.9457  0.1066
12 H -1.5234 -0.9802 -2.3489  0.0444
13 H -0.0553 -1.1505 -3.2743  0.0839
14 H 0.3391 2.6038 1.8907  -0.0054
15 H -0.6675 2.2874 3.3193  0.0097
16 H -1.0554 1.3289 -0.6449  0.0990

Force components x, y, z for each atom (eV/Å):
-0.9 -0.3 -0.8
-0.7 -1.1 1.8
0.4 2.9 -1.2
1.4 -1.2 -3.0
-1.9 1.5 -0.2
-0.8 -3.3 2.0
-0.7 5.3 0.0
1.2 -0.2 -1.3
-0.5 0.6 -0.8
1.3 0.2 0.6
1.0 -1.6 0.7
-1.8 -1.4 0.2
0.1 0.3 0.9
0.5 0.0 0.4
-0.3 -0.5 1.0
1.8 -1.2 -0.3

No. 2
Here is C4H9NOS as an isolated structure in a non-equilibrium geometry from OMol25. Energies are from the ωB97M-V functional and the def2-TZVPD basis.

M	119.19	g/mol
HOMO	-8.271	eV
F_max	0.0908	Eh/bohr
HOMO-LUMO gap	8.97	eV

Last column: Löwdin charge in e.
Element x y z (Å)
1 C 1.3573 0.2534 -0.6177  -0.1998
2 C 0.5639 1.5805 -0.6161  -0.3177
3 C 0.1126 -0.4998 -0.3170  -0.3958
4 C 0.1357 -1.5864 0.6912  -0.3014
5 N -2.1069 0.9795 -0.1552  -0.3556
6 O -1.0834 -1.4247 1.2547  -0.1124
7 S -0.6820 0.9802 0.5090  0.9559
8 H 1.5796 0.0122 -1.5819  0.0726
9 H 2.1564 -0.0960 0.1812  0.1616
10 H 1.1552 2.4087 -0.7079  0.0570
11 H 0.0167 1.3995 -1.5155  0.0769
12 H -0.4936 -0.8403 -1.0378  0.0994
13 H 0.8673 -1.6475 1.3839  0.0869
14 H 0.0046 -2.6325 0.3813  0.1441
15 H -1.0557 -0.7310 1.9237  0.0580
16 H -2.5277 1.8442 0.2240  -0.0299

Force components x, y, z for each atom (eV/Å):
0.2 -0.5 2.7
1.2 -2.3 -0.9
2.1 0.4 4.1
-1.9 -1.8 -1.9
-0.3 1.5 0.3
-3.3 -0.7 3.0
0.0 -0.7 -0.4
1.9 -0.5 -2.5
-1.3 1.5 -1.7
0.8 2.8 0.6
-0.5 0.7 -1.0
-2.3 -0.4 -3.1
3.0 0.5 2.2
0.8 0.2 -1.2
-0.2 -0.2 0.1
-0.4 -0.6 -0.1